Computed, not measured: a structure of composition C7H7O6PtS in a non-equilibrium geometry, with ωB97M-V with the def2-TZVPD basis set.

The calculation puts the HOMO energy (spin up / spin down) at -20.570 / -21.315 eV. As for the LUMO energy (spin up / spin down): -13.04 / -17.85 eV. The HOMO-LUMO gap (spin up / spin down) comes out at 7.5 / 3.5 eV. As for the relative energy (zero: lowest compared OMol25 entry of this formula, charge and spin): 2.388 eV. As for the charge: +3. The multiplicity is 5.

XYZ file:
```
22
Properties=species:S:1:pos:R:3:nbo_charge:R:1
Pt -0.20663 -1.04418 0.43733 1.00
S -2.17498 2.73071 -0.25511 1.51
O 1.84304 -2.95932 -0.64372 -0.14
O -1.16740 1.68864 0.16578 -0.70
O 1.20916 0.80475 -1.53126 -0.21
O -3.15936 -0.15156 0.45066 -0.28
O -2.51654 -4.80102 0.29200 -0.35
O 4.07676 3.13268 1.65623 -0.41
C -1.17572 4.19437 -0.20180 -0.79
C -2.35121 -3.69809 0.02757 0.47
C -3.17830 2.97951 1.21075 -0.80
C 0.67419 0.35038 -0.60480 0.33
C 0.98492 -2.27350 -0.33878 0.49
C -2.03167 -0.42118 0.37467 0.47
C 3.29776 2.31310 1.68278 0.43
H -3.65895 2.01487 1.47400 0.30
H -3.94996 3.72442 0.91359 0.33
H 0.50120 0.36806 0.76117 0.13
H -1.00110 4.46279 0.85293 0.31
H -2.52004 3.32167 2.04925 0.31
H -1.74519 4.94199 -0.74923 0.31
H -0.24365 3.98749 -0.73722 0.30
```